Entry 1:
{"formula": "C4H7NO2", "method": "ωB97M-V/def2-TZVPD", "lumo_ev": 0.83, "homo_energy_ev": -9.740, "e_above_lowest_kcal_mol": 32.7, "orbital_gap_ev": 10.57, "smiles": "O[C@@H]1CN=COC1", "energy_ev": -9845.8625, "elements": ["H", "H", "C", "H", "H", "H", "O", "H", "N", "C", "H", "C", "C", "O"], "xyz": [[-0.613, 1.924, 0.974], [-0.082, 1.759, -0.727], [-0.186, 1.244, 0.236], [-0.336, -0.688, 1.785], [-2.006, 0.210, -0.285], [-0.618, -1.968, -0.753], [-1.198, -0.638, 1.350], [-0.507, -0.662, -1.931], [1.184, -0.939, -0.754], [1.720, -0.089, 0.009], [2.795, -0.093, 0.189], [-1.005, -0.028, 0.089], [-0.269, -0.940, -0.897], [1.121, 0.908, 0.716]], "atomic_forces_ev_per_a": [[0.0334, -0.1028, -0.0973], [-0.0612, -0.0580, 0.0965], [-0.1567, 0.0836, -0.0383], [-0.1439, -0.0438, 0.0136], [0.1372, -0.0276, 0.0168], [0.0330, 0.1291, -0.0449], [0.1920, -0.0564, 0.1748], [0.0092, -0.0172, 0.1407], [0.1231, 0.2569, 0.2628], [0.0419, -0.2232, -0.1353], [-0.1391, -0.0303, -0.0088], [0.0200, 0.1308, -0.2786], [-0.1610, -0.0207, -0.0383], [0.0719, -0.0206, -0.0639]]}

Entry 2:
{"formula": "C38H43ClN3O2PRh", "method": "ωB97M-V/def2-TZVPD", "lumo_ev": [2.14, 2.11], "homo_energy_ev": [0.421, -3.883], "e_above_lowest_kcal_mol": 0.0, "orbital_gap_ev": [1.72, 5.99], "total_charge": -1, "multiplicity": 5, "energy_ev": -73483.6234, "elements": ["H", "H", "H", "H", "H", "C", "C", "H", "H", "O", "C", "H", "C", "C", "H", "H", "C", "C", "C", "O", "C", "H", "C", "C", "H", "C", "C", "N", "C", "C", "H", "C", "H", "H", "C", "H", "C", "C", "H", "H", "C", "H", "H", "H", "H", "C", "C", "H", "H", "C", "C", "H", "H", "H", "C", "H", "H", "N", "H", "H", "Cl", "Rh", "H", "H", "H", "H", "H", "C", "H", "C", "H", "C", "N", "P", "C", "C", "C", "C", "H", "H", "H", "C", "C", "C", "C", "C", "H", "H", "C"], "xyz": [[-3.403, -4.579, 1.807], [-0.924, -6.294, -1.848], [1.003, -2.916, -2.448], [-6.416, 0.017, 0.722], [-3.464, 1.633, -1.067], [-3.253, -0.892, 2.769], [-2.809, -5.450, -2.489], [4.065, -2.876, -1.941], [1.805, 6.683, -1.713], [4.550, -0.882, -1.751], [-0.127, -4.038, 3.858], [2.777, 2.519, 0.889], [-2.364, 1.625, -1.149], [-2.336, 2.448, 1.166], [-1.994, 0.635, -0.848], [1.393, 4.312, 1.476], [-4.315, -0.233, 3.393], [-2.206, 4.143, -0.588], [3.085, 3.033, -0.038], [-1.013, 4.944, -0.261], [-1.029, -5.045, 4.233], [1.001, -1.236, -3.057], [-2.494, -4.409, 2.393], [1.028, -1.856, -2.152], [6.639, 3.852, -2.744], [-1.616, -5.463, -1.752], [-0.421, -3.218, 2.762], [2.554, -0.154, -1.047], [3.229, 5.168, -1.130], [-3.314, -3.239, -1.614], [3.441, -1.842, -3.261], [2.362, -2.483, -0.151], [-3.091, -6.309, -3.096], [-2.381, -1.191, 3.352], [-1.611, -3.381, 2.030], [1.170, 5.768, 0.452], [4.654, 1.136, -0.431], [1.280, 4.680, 0.442], [3.519, 7.132, -1.937], [1.580, -2.211, 0.562], [-2.269, -3.385, -0.679], [0.151, -1.649, -1.523], [5.701, 1.005, -0.719], [-4.546, -4.289, -3.037], [4.552, 0.975, 0.657], [4.912, 3.406, -1.558], [-5.520, -0.212, 1.295], [2.219, -3.523, -0.475], [-1.945, 1.514, 1.570], [3.856, 0.049, -1.075], [4.193, 2.533, -0.734], [-4.484, -1.055, -0.408], [2.822, 7.135, -0.304], [0.804, -3.891, 4.420], [-3.331, -1.258, 1.411], [-4.256, 0.000, 4.452], [3.348, -2.429, 0.334], [-0.305, 2.820, -0.260], [-3.431, 2.382, 1.100], [-0.449, -4.491, -0.228], [0.380, 0.328, 2.496], [1.087, 1.203, -0.338], [4.895, 5.342, -2.453], [0.254, -2.405, 2.439], [-3.018, 4.558, 0.021], [-2.446, 4.270, -1.648], [-0.814, -5.685, 5.089], [-1.812, 2.714, -0.233], [-2.088, 3.282, 1.838], [2.331, -1.607, -1.392], [-3.899, -2.324, -1.660], [3.597, -1.913, -2.179], [0.231, 0.056, 0.785], [-1.885, -2.168, 0.671], [-0.003, 4.085, -0.048], [-3.634, -4.319, -2.442], [2.814, 6.610, -1.275], [6.240, 3.015, -2.155], [6.132, 2.144, -2.821], [-2.081, 1.827, -2.189], [-2.914, -6.002, 3.784], [-4.446, -0.837, 0.659], [4.372, 4.677, -1.766], [-5.472, 0.071, 2.664], [2.518, 4.285, -0.310], [-1.343, -4.437, -0.851], [6.984, 2.778, -1.374], [-6.336, 0.510, 3.160], [-2.218, -5.224, 3.495]], "atomic_forces_ev_per_a": [[0.1732, 0.0187, 0.2097], [-0.0698, 0.0561, 0.0273], [-0.1246, 0.3033, 0.0615], [0.0928, 0.0566, 0.0940], [0.3831, -0.0969, -0.0945], [-0.2218, -0.2101, -0.1003], [-0.0471, 0.3428, 0.0750], [-0.2655, 0.2293, -0.0371], [0.2951, 0.1244, 0.1956], [0.3078, -0.5960, 0.1357], [0.7576, 1.4783, -1.0876], [-0.3292, -0.2345, -0.4889], [0.0369, 0.3940, -0.3190], [0.1704, -0.0620, 0.4691], [-0.0348, 0.2903, 0.0145], [-0.1271, 0.2313, -0.1808], [-0.0016, -0.1880, -0.5963], [0.2687, 0.5893, -0.3029], [-0.4685, -0.3853, -0.3183], [-0.5641, 0.1618, 0.3260], [-0.7826, -1.0672, 0.6626], [-0.1204, -0.0824, 0.1472], [-1.2570, -1.6454, 0.8087], [0.3670, 0.1129, -0.2443], [-0.0712, -0.2747, 0.1165], [-0.3790, 0.3083, -0.0060], [0.9969, -0.2527, 0.9332], [2.3691, 0.2557, 0.5619], [-0.3279, -0.6224, -0.0047], [0.2612, -0.8576, 0.2934], [0.2000, 0.2080, 0.0532], [0.0559, 0.0164, 0.4619], [0.0997, 0.2103, 0.0415], [-0.1693, 0.0231, -0.1946], [0.9633, 2.1235, -1.5811], [-0.1126, -0.2423, 0.1230], [0.1497, 0.0399, 0.2306], [0.0862, 0.0701, 0.2404], [-0.2541, -0.0922, 0.1585], [0.0402, -0.0328, -0.0547], [-0.5021, 0.9053, -0.4328], [0.2871, -0.0153, -0.0778], [-0.2159, -0.1118, 0.1485], [0.2127, 0.0254, -0.0245], [0.1433, -0.0587, -0.2568], [-0.6537, -0.2842, 0.0505], [0.0676, -0.0287, 0.1124], [-0.0700, 0.1897, 0.1566], [-0.0421, 0.0619, 0.0335], [-2.8462, -0.8770, -0.8212], [0.2179, 0.7101, 0.4751], [-0.1412, 0.1428, 0.3601], [-0.0702, -0.2371, -0.3649], [-0.3363, -0.0043, -0.2500], [-0.5986, 0.0436, -0.9823], [0.0032, -0.0086, -0.1066], [-0.2464, 0.0755, 0.0241], [0.5681, 2.0317, 1.0356], [0.2178, -0.0710, 0.1177], [-0.3174, 0.0846, 0.0541], [-0.1265, -0.1268, 0.1057], [1.0891, 1.3557, -1.6569], [0.0534, 0.0051, 0.2289], [-0.2507, -0.5830, 0.4502], [0.1645, -0.2601, -0.1634], [0.2331, 0.1296, 0.0280], [-0.0772, 0.1060, -0.1571], [0.1896, -0.0400, -0.0834], [0.0585, -0.2265, -0.0187], [-0.1140, 0.2309, -0.0605], [-0.0272, -0.3743, 0.1323], [0.4459, 0.3010, -0.3643], [-0.7599, -0.9831, 2.0530], [0.8156, -1.4140, 1.5712], [-1.2884, -2.4912, -1.1315], [0.2927, -0.1756, -0.0583], [-0.0269, 0.1114, -0.3699], [0.0078, 0.0755, -0.3630], [0.1705, 0.2285, 0.2266], [-0.0266, -0.1502, 0.0737], [-0.0792, -0.0552, -0.0551], [0.1358, -0.1181, 0.6683], [0.4100, 0.4360, -0.1232], [0.2153, -0.0571, -0.1965], [0.8759, 0.0574, 0.2843], [-0.5729, -0.0954, 0.0150], [-0.3193, 0.0191, -0.2885], [0.1552, 0.0048, -0.0892], [0.3315, 0.8138, -0.7392]]}

Entry 3:
{"formula": "CH5BrP2", "method": "ωB97M-V/def2-TZVPD", "lumo_ev": -1.63, "homo_energy_ev": -8.313, "e_above_lowest_kcal_mol": 72.6, "orbital_gap_ev": 6.68, "energy_ev": -89734.6627, "elements": ["C", "Br", "P", "H", "H", "P", "H", "H", "H"], "xyz": [[-1.251, 0.411, 1.145], [0.086, -2.394, -0.419], [0.243, 0.799, -1.382], [1.037, 1.678, -0.571], [-1.571, -0.597, 1.027], [1.514, -0.677, -0.628], [-1.724, 1.189, 0.775], [-0.403, 0.737, 1.783], [2.068, -1.147, -1.730]], "atomic_forces_ev_per_a": [[4.8086, -1.5266, -0.1911], [0.0167, -0.4390, -0.1548], [-1.7048, 1.0183, 1.6170], [-0.3374, 0.2512, -0.3754], [-0.1397, -0.3862, 0.1307], [0.1411, -0.5556, 3.0384], [-2.9808, 3.3716, -1.5281], [-0.7060, -0.8693, -0.2726], [0.9022, -0.8644, -2.2641]]}

Entry 4:
{"formula": "CH4Cl2SSi", "method": "ωB97M-V/def2-TZVPD", "lumo_ev": -0.09, "homo_energy_ev": -8.099, "e_above_lowest_kcal_mol": 115.3, "orbital_gap_ev": 8.01, "energy_ev": -44855.8433, "elements": ["Si", "Cl", "C", "Cl", "H", "H", "H", "S", "H"], "xyz": [[0.069, -0.568, 0.059], [1.889, 0.049, -0.365], [2.399, 2.055, -0.221], [1.452, 2.546, 1.030], [0.157, -2.114, -0.042], [-0.099, 0.874, 2.131], [-0.334, 0.702, -0.618], [-0.186, -0.463, 2.179], [3.483, 1.757, 0.274]], "atomic_forces_ev_per_a": [[-1.1283, -0.6505, 1.7790], [3.8403, -1.5615, -1.0135], [3.9157, -0.3620, -1.1663], [-1.5617, 1.5965, 2.4501], [-0.5961, 1.3337, -0.7919], [-0.0530, -0.0158, 0.2274], [-1.6181, -0.9294, -0.1451], [-0.3693, 0.0412, -0.3523], [-2.4295, 0.5478, -0.9874]]}

Question: Number 1 is which compound?
Answer: C4H7NO2